Entry 1:
Density functional theory data (wB97M-V/def2-TZVPD) for a structure of composition C25H33O2PtTe in a non-equilibrium geometry.

Energy above the lowest of the compared OMol25 structures with the same formula, charge and spin = 0.0 kcal/mol
Orbital gap (spin up / spin down) = 4.50 / 5.27 eV
⟨S²⟩ = 2.037
Spin multiplicity = 3
Highest occupied orbital energy (spin up / spin down) = -2.16 / -2.93 eV
Total charge = -1
Lowest unoccupied orbital energy (spin up / spin down) = 2.342 / 2.341 eV

Element x y z (Å)
O  2.9304  -0.6009  1.7540
C  3.2986  -1.6497  0.7910
C  4.5034  -2.1231  1.6070
H  3.5520  -1.2177  -0.1880
H  2.4860  -2.3834  0.6808
C  4.0243  -1.0413  2.6155
H  5.4773  -1.9112  1.1495
H  4.4179  -3.1461  1.9864
C  5.0419  0.0643  2.8456
H  5.3011  0.5879  1.9158
H  5.9605  -0.3790  3.2518
H  4.6418  0.7789  3.5724
C  3.5054  -1.6478  3.9085
H  2.7752  -2.4440  3.7147
H  3.0389  -0.8835  4.5377
H  4.3398  -2.0832  4.4719
Pt  -1.0274  0.6295  -1.0526
C  -1.9014  -2.0769  0.8570
C  -2.5730  -1.5676  -0.2468
C  -1.6232  -1.4506  -1.3739
H  -3.6307  -1.3074  -0.3051
C  -0.3573  -2.0415  -0.8694
C  -0.5444  -2.3921  0.4757
H  0.1788  -2.8680  1.1280
H  -2.3343  -2.2645  1.8401
H  -1.9012  -1.4212  -2.4270
H  0.5024  -2.2569  -1.4968
C  -2.2966  1.4835  1.3735
C  -1.4310  0.6271  2.0780
C  -0.0943  0.8377  1.6518
H  -1.7334  -0.0350  2.8829
C  -0.1015  1.8225  0.5887
C  -1.5191  2.2228  0.3957
H  -1.8247  3.0755  -0.1976
H  -3.3516  1.6382  1.5652
H  0.8020  0.4411  2.1187
H  0.7110  2.4670  0.2933
O  0.9563  0.8977  -2.1608
C  2.2165  1.2560  -1.5068
C  3.2800  1.4809  -2.5830
H  2.4773  0.4858  -0.7668
H  2.0675  2.2153  -0.9757
C  2.4720  1.8143  -3.8348
H  3.8965  0.5860  -2.7278
H  3.9325  2.3122  -2.3013
C  1.0284  1.4269  -3.5219
H  2.8462  1.2941  -4.7188
H  2.5271  2.8890  -4.0312
H  0.6441  0.6684  -4.2135
H  0.3850  2.3161  -3.5635
Te  -2.8993  1.3106  -2.6828
C  -4.6365  0.7423  -1.6561
C  -5.0037  1.5350  -0.5557
C  -6.0856  1.1485  0.2418
C  -6.8154  -0.0079  -0.0702
C  -6.4905  -0.7566  -1.2136
C  -5.4067  -0.3848  -2.0198
H  -4.4115  2.4196  -0.3273
H  -6.3650  1.7614  1.1004
H  -7.6438  -0.3156  0.5722
H  -7.0959  -1.6254  -1.4751
H  -5.1191  -0.9529  -2.9023

Forces on the atoms, in the same order (eV/Å):
O 0.96 -1.03 -0.31
C -0.58 0.22 -0.30
C -0.52 0.51 0.17
H -0.19 -0.14 0.22
H 0.20 0.33 -0.06
C 0.40 -0.23 0.00
H -0.22 -0.21 0.17
H 0.24 0.19 -0.16
C -0.07 -0.04 0.23
H -0.20 -0.17 0.18
H -0.14 0.12 0.03
H 0.14 0.07 -0.15
C 0.02 0.11 0.15
H 0.12 0.25 -0.05
H -0.04 -0.08 -0.10
H -0.07 0.05 -0.07
Pt -0.69 -0.19 1.56
C -0.20 -0.44 -0.88
C 0.56 -0.47 0.10
C 0.88 -0.56 0.70
H 0.46 0.06 0.13
C -1.16 -0.10 0.41
C -0.38 0.19 -0.96
H 0.07 0.16 -0.03
H 0.14 0.17 -0.29
H -0.05 -0.46 0.30
H 0.00 0.16 0.18
C 0.75 0.30 -0.52
C 1.00 0.73 0.37
C -1.04 0.44 0.45
H 0.08 0.03 -0.25
C -1.99 0.61 0.19
C 1.35 -0.29 0.95
H -0.12 -0.01 0.28
H 0.12 -0.32 -0.17
H -0.23 -0.20 -0.31
H 0.05 -0.18 0.09
O 2.93 0.17 -1.54
C -0.50 0.45 0.28
C -0.07 -0.49 0.16
H -0.34 0.27 -0.28
H 0.00 -0.51 -0.17
C 0.08 0.26 -0.17
H -0.11 0.13 0.01
H 0.02 -0.21 0.01
C -0.64 -0.05 0.44
H -0.01 0.05 0.08
H -0.01 -0.13 -0.09
H -0.07 0.10 0.32
H -0.07 -0.28 -0.01
Te -0.51 0.62 -1.58
C -0.31 -0.03 0.11
C -0.49 -0.75 -0.07
C 0.02 -0.11 -0.27
C 0.21 0.13 -0.23
C 0.08 0.33 0.07
C 0.01 0.64 0.74
H -0.22 -0.20 -0.01
H 0.05 -0.21 -0.13
H 0.21 0.08 -0.23
H 0.18 0.14 0.08
H -0.11 0.03 0.23

Atom charges from the Mulliken analysis, given in e for atoms 1 to 2: number 1, O, carries -0.32; number 2, C, carries -0.14



Entry 2:
Density functional theory data (wB97M-V/def2-TZVPD) for a structure of composition C25H34F4N6NiO3S in a non-equilibrium geometry.

Energy above the lowest of the compared OMol25 structures with the same formula, charge and spin = 64.2 kcal/mol
Orbital gap (spin up / spin down) = 7.78 / 6.53 eV
⟨S²⟩ = 2.014
Spin multiplicity = 3
Highest occupied orbital energy (spin up / spin down) = -7.94 / -7.94 eV
Lowest unoccupied orbital energy (spin up / spin down) = -0.167 / -1.414 eV

Element x y z (Å)
Ni  11.7380  11.1622  8.3316
C  14.5272  10.8525  6.5385
C  13.2579  11.3690  5.9016
N  12.3625  12.2298  6.7764
C  11.2140  12.7247  5.8953
C  10.4021  11.7307  5.0327
C  13.0174  13.4960  7.3054
C  13.7776  13.1872  8.5700
N  13.1295  12.0204  9.3061
C  13.7165  11.6106  10.4706
C  13.2165  11.8000  11.7888
F  12.1717  12.6696  11.9108
C  13.7363  11.1471  12.9012
F  13.0587  11.3999  14.0556
C  14.8373  10.3162  12.8065
C  15.4550  10.2621  11.5412
F  16.4987  9.4091  11.3550
C  15.0093  10.9649  10.4467
F  15.8251  11.0836  9.3707
H  15.0127  10.2418  5.7354
H  14.4440  10.2529  7.4420
H  15.2393  11.6742  6.7266
H  12.5840  10.6056  5.4723
H  13.4959  12.0087  5.0242
H  11.7073  13.5179  5.3113
H  10.5126  13.2308  6.5556
H  11.0466  11.2505  4.2603
H  9.5640  12.3122  4.6332
H  9.9808  10.9113  5.7099
H  12.2063  14.2077  7.5560
H  13.6256  13.9833  6.5426
H  13.6703  14.0457  9.3266
H  14.8287  12.9189  8.4122
H  15.2715  9.7724  13.6465
C  9.9734  8.7860  8.2283
N  10.1444  10.1299  8.9506
C  8.8390  10.8434  8.8423
N  7.8072  10.0091  9.3636
C  7.6788  8.7329  8.6686
N  8.8962  7.9361  8.7597
C  9.1297  7.7815  10.1987
N  9.2954  9.0132  10.9427
C  10.3743  9.8308  10.3596
C  8.0653  9.7560  10.7956
H  10.9769  8.3227  8.2210
H  9.8117  9.0360  7.1974
H  8.6707  11.0651  7.7631
H  8.9680  11.7636  9.4188
H  7.3999  8.9021  7.6406
H  6.9114  8.1712  9.1877
H  10.0641  7.1726  10.4010
H  8.3379  7.2066  10.6224
H  11.3410  9.3123  10.5366
H  10.3902  10.7886  10.8896
H  8.1954  10.7101  11.3111
H  7.2204  9.1469  11.1872
C  5.7495  17.2343  6.6479
C  6.5628  16.7933  7.8577
C  7.8084  17.4337  8.0206
C  8.7592  16.8572  8.8569
C  8.4185  15.7113  9.5859
C  7.0896  15.1847  9.5546
C  6.1956  15.7426  8.6654
S  9.8583  14.6876  10.1158
O  10.6830  15.4828  11.0629
O  9.2182  13.5110  10.7290
O  10.4274  14.4418  8.7991
H  5.8483  16.5383  5.7527
H  6.1312  18.2251  6.2912
H  4.6810  17.4264  6.9010
H  8.0801  18.3066  7.4433
H  9.7743  17.3709  9.0183
H  6.8293  14.3620  10.2448
H  5.2231  15.3318  8.5264

Forces on the atoms, in the same order (eV/Å):
Ni 1.03 1.22 0.86
C 0.94 -0.12 -1.26
C -1.01 1.24 -0.16
N -0.47 0.05 -1.21
C 0.42 0.31 0.29
C 0.93 -0.75 1.25
C -0.98 -0.45 0.27
C -0.32 -0.16 2.60
N -1.06 0.77 -2.06
C 2.36 -0.57 1.66
C -0.94 0.67 -1.72
F 0.83 -1.21 0.16
C -0.77 0.57 0.39
F 0.89 -0.55 -0.51
C 0.24 0.15 -0.61
C 0.14 -0.72 0.62
F -0.20 0.66 0.30
C -1.03 0.73 0.23
F -0.67 -0.60 0.15
H -0.25 0.24 0.77
H -0.29 0.04 -0.07
H -0.40 -0.33 0.06
H 0.57 -0.10 0.54
H 0.22 -0.27 0.33
H -0.51 -0.26 -0.41
H 0.09 0.10 0.25
H -0.88 0.42 0.29
H 0.24 -0.39 -0.22
H 0.43 0.94 -0.92
H 0.23 -0.62 -0.09
H 0.24 -0.28 -0.15
H 0.47 -0.87 -1.34
H -0.19 0.40 0.02
H -0.30 0.18 -0.26
C 0.98 0.22 0.26
N 0.09 -1.60 -1.14
C 0.21 0.29 -0.71
N -0.94 0.23 0.50
C -0.19 0.44 0.46
N 1.28 1.11 -0.02
C 2.62 -1.33 0.53
N 0.29 0.18 -0.40
C 0.10 -0.38 1.76
C -0.68 0.21 -0.23
H -0.56 -0.33 0.48
H -0.58 0.04 -0.62
H 0.02 -0.06 0.68
H -0.40 0.19 -0.08
H -0.07 0.01 -0.43
H -0.40 -0.10 -0.17
H -0.84 0.52 -0.63
H -0.80 -0.29 0.29
H -0.46 0.24 -0.39
H 0.11 -0.05 0.07
H -0.44 -0.02 0.03
H 0.52 0.58 -0.02
C -0.35 0.71 -0.50
C 0.77 1.28 -1.49
C -0.04 -1.00 0.46
C 0.61 0.89 0.78
C -0.05 -0.64 -0.20
C 1.89 0.21 0.80
C 0.17 0.03 0.02
S -1.40 1.58 2.41
O -0.94 -1.22 -1.82
O 0.62 -0.04 -0.40
O 0.92 -0.64 -0.42
H -0.28 0.62 1.27
H -0.23 -0.79 0.26
H 0.59 -0.50 -0.32
H -0.17 0.04 -0.12
H -1.55 -1.15 -0.41
H 0.24 0.41 -0.71
H -0.67 -0.37 0.08

Atom charges from the Mulliken analysis, given in e for atoms 1 to 2: number 1, Ni, carries -0.83; number 2, C, carries -1.33



Entry 3:
Density functional theory data (wB97M-V/def2-TZVPD) for a structure of composition C25H34I2N4NdO2S.

Orbital gap (spin up / spin down) = 7.31 / 7.34 eV
⟨S²⟩ = 3.753
Spin multiplicity = 4
Highest occupied orbital energy (spin up / spin down) = -10.91 / -10.94 eV
Total charge = +1
Lowest unoccupied orbital energy (spin up / spin down) = -3.605 / -3.595 eV

Element x y z (Å)
Nd  -0.2420  -0.3488  0.1296
O  -0.5114  0.0205  -1.9502
C  -1.2151  0.8362  -2.7217
C  -1.4342  0.4990  -4.0600
C  -2.1775  1.3261  -4.8833
C  -2.7277  2.5126  -4.4041
C  -2.5216  2.8527  -3.0829
C  -1.7818  2.0337  -2.2183
C  -1.6975  2.4833  -0.8305
N  -1.1555  1.8767  0.1584
C  -1.2883  2.4086  1.5201
C  0.0200  2.2469  2.2896
N  0.5598  0.8900  2.1408
C  1.2742  0.4031  3.0903
C  2.1037  -0.7910  3.0468
C  2.7769  -1.1268  4.2315
C  3.7050  -2.1435  4.2649
C  4.0041  -2.8132  3.0791
C  3.3740  -2.4953  1.8911
C  2.3912  -1.5039  1.8606
O  1.7554  -1.2193  0.7259
H  -0.9822  -0.4106  -4.4341
H  -2.3250  1.0467  -5.9191
H  -3.3035  3.1556  -5.0536
H  -2.9459  3.7698  -2.6912
H  -2.1882  3.4435  -0.6388
H  -2.0841  1.8501  2.0242
H  -1.5761  3.4642  1.5122
H  -0.1332  2.5190  3.3383
H  0.7564  2.9383  1.8701
H  1.3447  0.9713  4.0238
H  2.5624  -0.5576  5.1286
H  4.2091  -2.3988  5.1854
H  4.7531  -3.5950  3.0810
H  3.6309  -3.0085  0.9746
C  -5.4881  -0.6130  -3.2994
C  -5.6286  -1.9864  -3.9474
C  -4.9082  -3.1198  -3.2213
C  -3.4027  -2.9017  -3.0795
N  -3.0587  -2.0298  -1.9576
C  -3.0529  -2.3791  -0.6708
S  -2.8903  -1.1447  0.5291
N  -3.2342  -3.6460  -0.3387
C  -3.1604  -4.2134  1.0088
C  -3.7378  -5.6203  0.9911
C  -5.1951  -5.6878  0.5330
C  -6.1131  -4.7273  1.2769
H  -6.1791  0.1017  -3.7458
H  -4.4866  -0.1932  -3.4321
H  -5.6974  -0.6482  -2.2275
H  -5.2588  -1.9430  -4.9765
H  -6.6871  -2.2434  -4.0219
H  -5.0723  -4.0568  -3.7590
H  -5.3400  -3.2584  -2.2239
H  -2.9943  -2.4246  -3.9722
H  -2.8470  -3.8365  -2.9745
H  -2.9714  -1.0404  -2.1268
H  -3.3089  -4.3129  -1.0938
H  -3.7219  -3.5643  1.6781
H  -2.1197  -4.2156  1.3425
H  -3.6462  -6.0249  2.0017
H  -3.1087  -6.2546  0.3579
H  -5.5496  -6.7121  0.6608
H  -5.2598  -5.4968  -0.5439
H  -5.9893  -4.8207  2.3584
H  -7.1609  -4.9233  1.0518
H  -5.9174  -3.6850  1.0148
I  0.8115  -3.2254  -0.5257
I  -0.3306  -5.3118  -1.7737

Forces on the atoms, in the same order (eV/Å):
Nd 0.26 -0.41 0.41
O -0.15 0.56 -0.57
C 0.10 -0.11 0.21
C -0.05 0.12 -0.10
C 0.03 -0.07 -0.02
C 0.02 0.02 0.12
C -0.05 -0.02 -0.14
C -0.03 0.13 0.26
C -0.02 0.04 -0.12
N -0.11 0.26 0.11
C 0.06 0.12 -0.12
C 0.02 -0.02 -0.04
N -0.14 0.11 0.00
C 0.11 0.08 -0.13
C -0.10 0.22 0.09
C 0.06 -0.08 0.01
C -0.08 0.09 -0.03
C 0.05 -0.07 -0.05
C 0.00 -0.02 0.21
C -0.13 0.21 -0.15
O 0.20 -0.12 0.08
H 0.00 -0.01 0.00
H 0.00 0.00 0.00
H 0.00 0.00 -0.01
H -0.01 0.01 0.00
H -0.01 -0.01 -0.04
H 0.00 -0.02 -0.02
H -0.05 -0.02 0.00
H 0.02 -0.04 0.01
H 0.00 -0.01 0.02
H 0.03 -0.04 0.01
H 0.00 -0.01 0.01
H 0.01 -0.01 0.00
H 0.00 0.01 0.01
H -0.02 0.00 -0.02
C 0.05 0.09 0.06
C -0.04 -0.02 -0.09
C -0.01 -0.09 0.04
C 0.14 0.11 0.03
N 0.09 -0.03 0.14
C -0.09 0.11 -0.14
S -0.28 -0.15 0.26
N 0.00 -0.06 -0.07
C -0.04 0.09 -0.06
C 0.10 -0.02 0.04
C -0.02 -0.04 -0.08
C -0.06 0.07 0.08
H -0.01 -0.03 -0.02
H 0.01 -0.02 -0.01
H -0.02 -0.02 0.00
H -0.01 0.02 0.00
H 0.01 -0.01 0.03
H 0.00 0.03 -0.04
H -0.01 0.00 0.00
H -0.04 0.00 -0.01
H -0.08 -0.02 0.01
H 0.01 0.02 -0.05
H 0.02 -0.02 0.04
H 0.02 0.00 0.02
H 0.00 -0.04 0.00
H -0.03 0.04 0.01
H -0.03 -0.01 -0.01
H 0.03 0.00 0.03
H -0.01 0.03 0.01
H 0.00 -0.03 -0.01
H 0.01 -0.02 -0.04
H 0.03 -0.01 -0.01
I 0.32 -0.82 -0.10
I -0.07 -0.07 -0.09

Atom charges from the Mulliken analysis, given in e for atoms 1 to 2: number 1, Nd, carries 1.10; number 2, O, carries -0.59



Entry 4:
Density functional theory data (wB97M-V/def2-TZVPD) for a structure of composition C25H34InN2O9P.

Orbital gap = 7.99 eV
Highest occupied orbital energy = -7.96 eV
Lowest unoccupied orbital energy = 0.030 eV

Element x y z (Å)
In  -0.9791  -0.6470  -0.6105
C  -1.2061  -4.6451  1.7325
O  -0.7315  -3.9236  2.8714
C  -1.2428  -2.6933  3.1805
C  -1.3652  -2.4186  4.5277
C  -1.8246  -1.1849  4.9829
C  -2.1765  -0.2289  4.0603
C  -2.0399  -0.4663  2.6828
C  -2.4055  0.6494  1.8268
N  -2.1719  0.7390  0.5721
N  -2.5449  1.9287  -0.0513
C  -1.9506  2.0435  -1.2048
O  -1.1291  1.1815  -1.7208
C  -2.2337  3.2661  -2.0035
C  -2.6689  4.4331  -1.3833
C  -2.9287  5.5642  -2.1401
C  -2.7649  5.5333  -3.5184
C  -2.3349  4.3695  -4.1393
C  -2.0629  3.2401  -3.3828
C  -1.5430  -1.7043  2.2060
O  -1.3332  -1.9879  0.9371
H  -0.9278  -5.6806  1.9200
H  -0.7540  -4.2925  0.8101
H  -2.2907  -4.5670  1.6470
H  -1.0980  -3.2053  5.2215
H  -1.9216  -0.9962  6.0425
H  -2.5595  0.7309  4.3835
H  -2.8893  1.5037  2.3011
H  -2.8027  4.4386  -0.3108
H  -3.2606  6.4725  -1.6547
H  -2.9718  6.4165  -4.1084
H  -2.2115  4.3411  -5.2138
H  -1.7237  2.3282  -3.8546
C  1.1645  -2.7583  -3.4493
C  0.1857  -1.5967  -3.4637
C  0.2044  -0.8427  -4.7818
O  0.6174  -0.7004  -2.4026
C  -1.2358  -2.1446  -3.1897
O  -1.7425  -2.8366  -4.0462
O  -1.7869  -1.8613  -2.0492
H  2.1670  -2.4044  -3.6915
H  0.8538  -3.5042  -4.1788
H  1.1883  -3.2296  -2.4651
H  1.2237  -0.5518  -5.0402
H  -0.4159  0.0545  -4.7210
H  -0.2033  -1.4799  -5.5634
H  0.3731  0.2088  -2.6482
C  2.8034  -2.4437  3.0868
C  1.7070  -1.5402  2.5888
O  2.3025  -0.5028  1.7583
P  1.4575  0.0756  0.5317
O  0.8437  1.4663  0.9898
C  1.5836  2.5305  1.6318
C  0.8799  2.8881  2.9181
O  2.6282  0.5751  -0.4373
C  3.4827  -0.4206  -1.0424
C  4.8745  -0.3190  -0.4674
H  2.3728  -3.2242  3.7141
H  3.5326  -1.8880  3.6754
H  3.3183  -2.9219  2.2535
H  1.1750  -1.0511  3.4067
H  0.9791  -2.0944  1.9926
H  1.5952  3.3613  0.9262
H  2.6124  2.2092  1.8035
H  -0.1236  3.2608  2.7141
H  1.4353  3.6622  3.4492
H  0.7993  2.0148  3.5659
H  3.4593  -0.2268  -2.1142
H  3.0587  -1.4175  -0.8835
H  5.2813  0.6792  -0.6258
H  5.5318  -1.0394  -0.9564
H  4.8652  -0.5250  0.6023

Forces on the atoms, in the same order (eV/Å):
In 0.31 -0.19 -0.03
C -0.11 0.02 0.10
O 0.26 0.13 -0.11
C -0.18 -0.06 0.07
C -0.05 -0.07 -0.05
C -0.01 0.06 -0.02
C 0.03 -0.10 0.05
C -0.07 0.14 -0.10
C 0.04 -0.11 0.02
N -0.21 0.32 0.06
N 0.17 -0.24 0.18
C 0.06 0.13 -0.14
O -0.01 0.06 -0.08
C -0.02 -0.03 0.07
C -0.04 0.00 -0.02
C 0.00 -0.01 0.01
C 0.01 0.01 -0.02
C 0.00 0.00 0.01
C 0.04 0.02 0.01
C 0.02 -0.08 -0.03
O 0.03 -0.04 0.15
H -0.04 0.01 -0.02
H 0.01 0.01 -0.01
H -0.01 0.01 -0.01
H 0.00 -0.01 0.01
H 0.00 0.00 0.01
H -0.01 0.02 0.01
H 0.02 -0.01 -0.01
H 0.00 0.00 0.02
H -0.01 0.01 0.01
H 0.00 0.01 0.00
H 0.00 0.00 -0.01
H 0.00 -0.01 -0.01
C -0.03 -0.05 -0.05
C 0.10 0.11 0.09
C -0.01 -0.07 -0.02
O -0.09 -0.03 -0.07
C -0.03 -0.02 -0.02
O 0.01 0.01 -0.02
O -0.01 -0.12 0.04
H 0.01 0.01 -0.01
H 0.01 0.01 0.00
H -0.02 0.00 0.02
H 0.01 0.00 0.01
H -0.04 0.01 0.01
H 0.02 0.01 -0.01
H 0.01 -0.03 -0.01
C 0.02 -0.02 0.04
C -0.04 0.03 -0.02
O 0.01 -0.19 -0.03
P -0.42 0.47 -0.24
O 0.03 -0.01 0.13
C 0.04 -0.03 -0.07
C 0.01 0.03 0.03
O 0.07 -0.06 0.03
C -0.05 -0.01 -0.02
C 0.03 -0.02 -0.01
H -0.03 0.00 0.00
H 0.01 0.02 0.00
H 0.01 0.00 -0.02
H 0.03 -0.01 0.00
H 0.07 -0.01 0.03
H 0.02 0.01 0.05
H -0.03 -0.01 0.03
H -0.02 -0.01 -0.01
H 0.00 0.01 -0.02
H 0.02 -0.02 0.01
H 0.04 0.00 0.02
H 0.02 0.01 -0.01
H -0.01 0.01 -0.01
H 0.00 -0.01 0.00
H -0.02 0.00 0.01

Atom charges from the Mulliken analysis, given in e for atoms 1 to 2: number 1, In, carries 2.11; number 2, C, carries -0.65